1.
DFT (ωB97M-V/def2-TZVPD) results for 7 unconnected molecules or ions with the total composition C28H35N7.

Structure (XYZ):
```
70
Properties=species:S:1:pos:R:3:lowdin_charge:R:1
N -0.643 2.445 -2.658 0.03
N 1.883 -2.117 -4.031 0.01
N 4.078 -0.014 2.387 0.00
N 0.947 2.893 5.681 -0.01
N -1.468 -2.355 3.823 0.00
N 0.403 -0.447 -1.368 0.03
N -3.801 0.709 -3.064 0.03
C -0.633 -2.822 1.761 -0.04
C 3.043 -1.771 1.708 -0.10
C -5.830 -0.022 -2.332 -0.08
C 4.566 -1.989 1.581 -0.04
C -1.838 4.323 -3.185 -0.06
C 0.037 3.028 -3.685 -0.14
C -0.618 4.209 -4.103 -0.07
C -5.910 0.406 -3.801 -0.04
C -4.687 0.851 -4.124 -0.13
C -0.984 -4.064 2.597 -0.09
C -0.045 2.852 4.715 -0.11
C 5.104 -0.753 1.949 -0.13
C -1.005 -0.552 -1.180 -0.13
C 2.001 -3.200 -3.212 -0.12
C -0.903 -1.827 2.704 -0.17
C -4.574 0.170 -1.972 -0.16
C 0.030 1.618 4.134 -0.09
C 2.834 -2.812 -2.213 -0.03
C -1.748 3.158 -2.444 -0.22
C 1.019 0.867 4.948 -0.11
C -1.405 -3.697 3.786 -0.19
C 1.529 1.749 5.899 -0.18
C 0.931 0.485 -0.435 -0.13
C -0.165 1.014 0.166 -0.15
C 3.286 -1.351 -2.467 -0.03
C 2.614 -1.006 -3.567 -0.16
C 2.789 -0.568 2.207 -0.15
C -1.378 0.305 -0.202 -0.12
H -0.520 1.153 3.335 0.06
H -0.058 1.898 0.854 0.12
H 1.865 0.047 2.299 0.10
H -0.715 -0.837 2.449 0.05
H 1.596 -4.099 -3.451 0.09
H -0.721 3.554 4.375 0.08
H -4.306 1.321 -4.944 0.08
H -2.865 1.005 -2.972 0.07
H -2.641 5.087 -3.076 0.09
H -3.897 -0.157 -1.084 0.12
H 2.642 -0.196 -3.858 -0.02
H -0.473 1.749 -2.098 0.01
H 2.089 0.733 -0.288 0.16
H 0.848 -0.743 -2.222 0.08
H -2.341 0.556 -0.021 0.04
H -1.713 -1.774 4.780 0.23
H 2.186 -2.473 1.382 0.10
H 3.808 -0.520 -1.845 0.13
H -2.531 2.771 -1.647 0.15
H -1.541 -1.200 -1.917 0.13
H 6.044 -0.366 1.957 0.08
H -0.202 4.650 -4.979 0.06
H -1.457 -4.123 4.625 0.05
H -6.639 0.292 -4.344 -0.01
H 2.422 1.697 6.717 0.17
H -0.771 -5.094 2.352 0.08
H 4.238 0.885 2.562 0.08
H 0.974 2.652 -4.130 0.11
H 5.005 -2.735 1.014 0.05
H 2.932 -3.382 -1.494 -0.01
H 0.002 -2.865 0.840 0.09
H 1.107 -2.029 -4.734 0.17
H -6.417 -0.593 -1.571 0.11
H 1.387 -0.198 4.942 0.10
H 1.205 3.619 6.186 0.09
```

The calculation puts the HOMO energy at -8.21 eV. Its SMILES is c1cc[nH]c1.c1cc[nH]c1.c1cc[nH]c1.c1cc[nH]c1.c1cc[nH]c1.c1cc[nH]c1.c1cc[nH]c1. The HOMO-LUMO gap is 8.75 eV.


2.
DFT (ωB97M-V/def2-TZVPD) results for a molecular structure, C28H36BIN9NiS.

Structure (XYZ):
```
77
Properties=species:S:1:pos:R:3:lowdin_charge:R:1
I 2.308 -5.645 1.028 0.92
Ni 0.277 -0.088 -0.279 0.55
S -4.208 -0.090 -1.214 1.13
N 0.274 -2.171 -0.328 -0.02
N 0.285 -0.169 1.892 0.08
N -1.781 0.229 -0.434 0.00
N 0.459 1.914 -0.525 0.06
N -0.394 -3.123 -0.993 0.03
N 2.876 0.685 0.462 -0.01
N 1.197 0.723 2.339 -0.03
N 1.148 2.447 0.506 -0.02
N 2.319 -0.053 -0.527 0.07
C 1.199 -2.800 0.379 -0.22
C -0.262 -0.734 2.987 -0.24
C -4.324 2.860 1.543 -0.05
C -1.271 -1.852 3.130 -0.35
C -3.897 1.108 0.002 -0.47
C -0.066 2.919 -1.233 -0.24
C -0.665 -3.243 2.887 -0.05
C -0.451 1.561 -3.316 -0.06
C 3.314 -0.551 -1.271 -0.24
C 0.090 -4.352 -0.731 -0.11
C 3.641 -2.799 -2.326 -0.04
C -4.809 1.955 0.622 -0.07
C -2.958 2.904 1.849 -0.04
C 4.537 -0.144 -0.719 0.01
C 1.076 3.783 0.455 -0.04
C 4.210 0.642 0.362 -0.04
C -2.348 2.915 -2.321 -0.04
C -0.829 2.811 -2.524 -0.33
C 0.307 4.130 -0.634 0.01
C -2.530 -0.438 -1.252 -0.46
C -2.058 2.055 1.244 -0.01
C 0.304 -0.155 4.136 0.00
C 1.125 -4.181 0.159 -0.78
C 1.845 -1.245 -3.225 -0.06
C -2.562 -1.707 2.329 -0.05
C 3.207 -1.345 -2.547 -0.35
C -2.526 1.143 0.298 -0.32
C 1.223 0.757 3.678 -0.06
B 2.057 1.587 1.405 -0.51
H 0.601 1.592 -3.602 0.08
H 3.640 -3.344 -3.271 0.09
H -0.699 -3.496 1.829 0.05
H -2.767 1.946 -2.055 0.02
H 0.063 5.120 -0.979 0.12
H -1.012 2.079 1.514 0.10
H -2.154 -1.160 -1.963 0.07
H -5.862 1.907 0.379 0.12
H -1.142 -2.898 -1.622 0.14
H 0.367 -3.303 3.234 0.08
H -3.017 -0.730 2.482 0.08
H 1.606 -0.205 -3.447 0.05
H 1.581 4.397 1.183 0.13
H -3.276 -2.465 2.655 0.09
H -0.525 3.684 -3.106 0.14
H -2.601 3.623 2.574 0.12
H 5.521 -0.369 -1.092 0.12
H -2.831 3.241 -3.243 0.09
H 1.873 -2.259 1.024 0.12
H 1.893 1.413 4.210 0.12
H -5.008 3.539 2.033 0.11
H 4.836 1.181 1.053 0.13
H 0.072 -0.396 5.160 0.11
H -0.324 -5.241 -1.175 0.13
H -0.615 0.662 -2.717 0.03
H -1.049 1.489 -4.225 0.09
H -1.245 -3.993 3.426 0.09
H 1.851 -1.801 -4.163 0.09
H 2.776 2.279 2.053 0.13
H -1.547 -1.810 4.185 0.13
H 3.939 -0.893 -3.221 0.14
H 2.969 -3.305 -1.634 0.05
H 1.060 -1.654 -2.592 0.04
H -2.368 -1.857 1.267 0.05
H 4.648 -2.843 -1.912 0.08
H -2.595 3.628 -1.534 0.09
```

The calculation puts the HOMO energy (alpha / beta) at -11.34 / -11.34 eV. As for the net charge: +1. The HOMO-LUMO gap (alpha / beta) is 8.08 / 8.07 eV.


3.
DFT (ωB97M-V/def2-TZVPD) results for C28H36Br2ClF4I2N3O4 in the gas phase.

Structure (XYZ):
```
80
Properties=species:S:1:pos:R:3:lowdin_charge:R:1
I 2.210 -3.070 1.273 1.06
I 2.690 0.270 5.158 0.93
Br -3.127 1.033 3.922 0.66
Br -1.518 -4.007 2.153 0.76
Cl 5.536 1.907 -1.482 0.59
F 1.980 1.123 -1.252 -0.05
F -3.839 -1.908 1.241 0.04
F -3.829 -1.148 -0.870 0.06
F -3.191 0.226 0.776 0.05
O 1.970 0.666 1.011 -0.03
O -3.004 -1.754 4.037 -0.05
O -0.458 -1.195 0.869 -0.13
O 4.182 0.080 -2.822 -0.03
N 1.216 -1.016 -6.039 0.07
N -0.983 -0.248 -5.408 0.00
N 0.616 1.180 -6.817 0.07
C -1.279 0.875 -4.465 -0.22
C 4.409 0.480 -1.647 -0.68
C -1.937 -4.765 -1.878 -0.11
C -1.566 -1.667 0.185 -0.34
C -2.148 0.249 -3.239 -0.15
C 0.703 4.483 4.177 -0.09
C -2.272 -0.788 3.771 -0.68
C -1.507 -3.305 0.310 -0.59
C -0.192 2.806 0.510 -0.01
C -0.692 -0.867 3.434 -0.10
C -0.489 5.494 1.971 -0.04
C -2.593 -4.116 -0.526 -0.26
C 2.156 0.098 -0.212 -0.30
C -1.052 5.393 0.519 -0.07
C -1.223 0.065 -1.896 -0.14
C 1.040 1.762 2.833 -0.17
C 2.604 -1.867 3.007 -0.70
C -1.199 -1.460 -1.405 -0.08
C 0.191 4.291 2.658 -0.16
C -0.874 4.030 -0.204 -0.06
C 0.306 -0.053 -6.073 -0.47
C -3.037 -1.112 0.344 -0.29
C 3.493 -2.628 4.139 -0.24
C 3.741 -0.300 -0.388 -0.07
C 2.115 -0.546 3.176 -0.53
C 0.362 2.889 1.939 -0.10
C 1.199 0.293 2.104 -0.36
C -0.312 -0.324 1.936 -0.21
H -0.136 -1.894 -1.504 0.13
H -1.902 1.725 -4.920 0.12
H 0.309 2.031 -6.320 0.07
H -1.866 -2.057 -2.102 0.09
H -0.106 1.818 -0.042 0.06
H 1.579 -0.807 -0.576 0.11
H 3.717 -3.711 3.829 0.06
H -2.078 -4.102 -2.798 0.07
H -0.814 -4.972 -1.755 0.08
H -1.302 3.952 -1.262 0.08
H -0.008 3.828 4.818 0.09
H -0.279 -0.175 4.269 0.09
H -3.584 -3.599 -0.737 0.11
H 0.509 5.563 4.488 0.07
H 0.474 1.733 3.812 0.07
H 4.334 -0.170 0.577 0.12
H -0.290 1.334 -4.120 0.11
H -0.986 0.603 1.822 0.13
H -0.233 -1.891 3.661 0.10
H -1.574 6.264 -0.014 0.09
H -2.952 1.043 -3.008 0.11
H 2.921 -2.711 5.139 0.06
H 1.640 1.302 -6.924 0.09
H -0.474 -3.569 -0.139 0.06
H 4.483 -2.073 4.252 0.07
H -2.869 -5.050 0.102 0.09
H 2.138 2.123 2.929 0.11
H 2.054 -0.744 -6.574 0.03
H 3.792 -1.415 -0.694 0.08
H -2.438 -5.787 -2.080 0.08
H -1.679 0.775 -1.130 0.10
H -0.168 0.333 -2.237 0.10
H -0.629 6.487 2.541 0.09
H -1.048 -1.163 -4.945 0.10
H 1.773 4.124 4.339 0.08
H -2.706 -0.701 -3.531 0.11
```

The calculation puts the HOMO energy at -8.61 eV. Its SMILES is [H]/N=C(\N)NCCCC[C@](O[C@@H](CC(=O)Br)[C@](Cc1ccccc1C)(O[C@@H](F)CC(=O)Cl)/C(I)=C(/C)I)([C@@H](Br)CC)C(F)(F)F. The HOMO-LUMO gap is 7.75 eV.


4.
DFT (ωB97M-V/def2-TZVPD) results for a molecular structure, C28H36Cl2IrN4S2.

Structure (XYZ):
```
73
Properties=species:S:1:pos:R:3:lowdin_charge:R:1
Ir -0.565 1.117 0.969 0.85
Cl -0.443 0.895 -2.281 1.14
Cl 2.495 4.776 0.127 0.67
S 1.468 0.436 1.914 0.70
S -0.275 3.464 1.009 0.61
N 3.504 1.061 3.381 0.11
N 2.113 2.838 2.988 0.12
N -1.073 1.567 -0.750 -0.44
N -0.854 -1.007 0.582 -0.06
C 0.227 -4.872 0.046 -0.05
C -1.522 -3.641 3.826 -0.05
C -1.637 0.572 -4.341 0.17
C 2.147 3.990 -2.373 -0.12
C 2.139 3.153 -3.407 -0.04
C 0.304 3.491 -0.686 -0.62
C -1.873 -0.700 -4.096 -0.23
C -0.933 -1.554 -0.582 -0.14
C -2.005 -1.597 2.650 -0.14
C 1.107 0.805 -2.765 -0.48
C -1.889 3.562 -2.038 -0.05
C -0.283 -3.118 1.795 -0.12
C 2.136 0.050 -1.999 -0.06
C -0.559 -3.943 2.890 -0.04
C -0.709 2.805 -1.497 -0.55
C 1.390 1.894 -3.773 -0.37
C -2.753 -0.280 2.582 -0.38
C 1.497 3.959 -1.062 -0.63
C 0.792 -3.707 0.871 -0.36
C -1.023 -1.925 1.695 -0.16
C -4.094 -0.272 3.313 -0.06
C -1.592 -1.446 -2.878 -0.09
C -1.855 0.797 3.191 -0.11
C -2.245 -2.467 3.700 -0.02
C 2.403 1.572 2.821 -0.80
C 2.124 1.207 -4.941 -0.05
C 1.628 -2.796 -0.020 -0.08
C -0.833 -0.945 -1.885 -0.25
H -4.723 -1.101 2.990 0.09
H -2.414 -1.190 -4.907 0.12
H 0.423 2.225 -4.168 0.11
H -2.298 1.789 3.215 0.09
H 1.765 -0.224 -1.011 0.03
H -0.283 -5.601 0.675 0.08
H 1.499 -4.154 1.574 0.13
H 1.136 -2.548 -0.961 0.06
H -2.731 2.887 -2.200 0.08
H -4.622 0.658 3.097 0.09
H 2.799 4.849 -2.481 0.09
H -1.712 -4.314 4.651 0.11
H 4.169 1.640 3.864 0.12
H -3.008 -2.235 4.428 0.11
H -1.158 -2.622 -0.605 0.13
H 3.699 0.078 3.295 0.10
H 0.011 -4.859 2.994 0.12
H 3.014 0.686 -1.851 0.10
H 2.545 -3.324 -0.287 0.10
H 1.035 -5.383 -0.480 0.09
H 2.765 3.490 -4.229 0.11
H 1.570 0.332 -5.277 0.08
H 3.126 0.893 -4.644 0.09
H -1.604 0.495 4.215 0.12
H -2.960 -0.039 1.537 0.12
H 2.455 -0.862 -2.509 0.09
H 2.224 1.896 -5.780 0.09
H 1.333 3.256 2.461 -0.04
H -3.973 -0.333 4.395 0.08
H -0.485 -4.530 -0.708 0.07
H -2.085 -2.405 -2.756 0.13
H 1.911 -1.872 0.477 0.03
H -1.643 4.033 -2.991 0.09
H 2.735 3.446 3.498 0.13
H -2.205 4.336 -1.334 0.08
H -0.777 0.865 2.836 -0.04
```

The calculation puts the HOMO energy (alpha / beta) at -9.45 / -9.45 eV. As for the net charge: +1. The HOMO-LUMO gap (alpha / beta) is 5.68 / 5.68 eV.